Formula: C5H10O2
Source: the OMol25 dataset
Level of theory: the ωB97M-V functional and the def2-TZVPD basis

The geometry in XYZ format:
```
17
Properties=species:S:1:pos:R:3:mulliken_charge:R:1
O -1.291 -2.471 0.538 -0.465
C -0.389 -2.099 1.267 -0.066
C -0.189 -0.601 1.387 -0.409
C 0.905 -0.115 0.424 -0.701
C 0.358 -0.019 -1.010 -0.607
C -0.455 1.234 -1.217 -0.463
O 0.467 2.386 -1.292 -0.535
H -0.105 -2.742 2.117 0.361
H -1.123 -0.054 1.215 0.262
H 0.140 -0.334 2.382 0.311
H 1.411 0.789 0.764 0.414
H 1.737 -0.851 0.407 0.282
H 1.110 -0.112 -1.814 0.383
H -0.340 -0.832 -1.216 0.318
H -1.033 1.158 -2.116 0.350
H -1.072 1.550 -0.365 0.272
H -0.128 3.113 -1.470 0.292
```

Multiplicity   1
Relative energy (zero: lowest compared OMol25 entry of this formula, charge and spin)   49.0 kcal per mole
SMILES   O=CCCCCO
HOMO-LUMO gap   10.54 eV
Largest force on an atom   3.78 eV/A
Lowest unoccupied orbital energy   0.749 eV